C32H31ClEuN3O4PS as an isolated structure, computed with ωB97M-V with the def2-TZVPD basis set.

ORCA input file:
```
! RIJCOSX wB97M-V def2-TZVPD def2/J DEFGRID3
* xyz 1 7
Eu -0.639 1.610 0.177
Cl -0.041 1.841 2.948
C 1.276 0.805 3.413
C 1.981 1.089 4.572
C 2.939 0.197 5.030
C 3.173 -0.983 4.341
C 2.503 -1.242 3.160
C 1.567 -0.338 2.661
P 0.725 -0.666 1.066
C 2.028 -0.549 -0.225
C 3.403 -0.573 -0.028
C 4.254 -0.331 -1.096
C 3.745 -0.064 -2.356
C 2.374 -0.065 -2.566
C 1.519 -0.300 -1.505
C 0.396 -2.453 1.218
C -0.571 -2.824 2.151
C -0.915 -4.154 2.297
C -0.306 -5.120 1.509
C 0.644 -4.751 0.573
C 1.000 -3.421 0.425
H 1.768 1.996 5.118
H 3.475 0.412 5.942
H 3.882 -1.698 4.722
H 2.678 -2.167 2.627
H 3.813 -0.761 0.954
H 5.321 -0.338 -0.941
H 4.412 0.149 -3.176
H 1.972 0.130 -3.549
H 0.436 -0.297 -1.666
H -1.042 -2.059 2.758
H -1.655 -4.440 3.028
H -0.575 -6.157 1.623
H 1.103 -5.498 -0.053
H 1.739 -3.132 -0.308
O -1.614 1.286 -1.780
C -1.165 2.463 -1.917
O 0.037 2.693 -1.614
C -2.075 3.623 -2.134
C -2.671 3.933 -3.345
C -3.467 5.059 -3.460
C -3.650 5.886 -2.363
C -3.074 5.576 -1.146
C -2.301 4.428 -1.005
S -1.680 4.018 0.591
H -2.500 3.298 -4.200
H -3.938 5.284 -4.404
H -4.253 6.778 -2.459
H -3.208 6.216 -0.286
C 3.639 3.195 -0.007
C 2.180 3.207 0.345
N 1.567 4.380 0.425
O 1.568 2.144 0.570
H 4.110 4.153 0.179
H 3.731 2.966 -1.068
H 4.142 2.410 0.551
H 2.053 5.237 0.214
H 0.534 4.419 0.514
N -2.393 -0.078 0.615
C -2.806 -0.960 -0.020
N -3.152 -1.920 -0.800
C -4.151 -2.942 -0.539
C -3.459 -4.315 -0.538
O -2.763 -4.526 -1.743
C -1.766 -3.555 -1.941
C -2.378 -2.153 -2.014
H -4.889 -2.923 -1.350
H -4.644 -2.754 0.414
H -4.198 -5.114 -0.472
H -2.767 -4.376 0.319
H -1.277 -3.804 -2.883
H -1.032 -3.603 -1.123
H -3.059 -2.105 -2.870
H -1.615 -1.378 -2.104
*
```

Calculated values
- F_max: 0.054 hartree/bohr
- ⟨S²⟩: 12.01
- LUMO (alpha / beta): -3.1 / -2.2 eV